{"formula": "CH3F2N2P", "method": "the ωB97M-V functional and the def2-TZVPD basis", "energy_ha": -690.523609, "e_homo_ha": -0.373, "smiles": "[H]/N=C/P(=N)(F)F", "charge": 0, "elements": ["H", "N", "C", "P", "N", "F", "F", "H", "H"], "xyz": [[-2.644, -0.632, 0.150], [-1.696, -0.466, 0.548], [-0.945, -0.310, -0.464], [0.989, 0.079, -0.031], [1.516, 1.124, 0.939], [1.388, -1.447, -0.007], [1.419, 0.395, -1.547], [-1.209, 0.074, -1.434], [1.181, 1.182, 1.846]], "nbo_charge": [0.34, -0.56, -0.17, 2.17, -1.27, -0.55, -0.55, 0.19, 0.40]}